(1)
C25H58Cl2O12 | the ωB97M-V functional and the def2-TZVPD basis

```
! wB97M-V def2-TZVPD RIJCOSX def2/J DEFGRID3
* xyz 0 1
C 0.3107 4.6775 -0.1102
O 0.0718 3.3436 -0.4275
C -1.2952 2.9402 -0.3350
C -1.9290 3.0351 1.0720
O -2.3963 4.4036 1.4413
C -2.6204 4.6216 2.7951
C -3.4598 5.8506 2.9926
O -3.8319 5.9316 4.3732
C -4.8128 6.9092 4.5649
H -0.2410 5.3528 -0.7642
H 1.3762 4.8121 -0.2968
H -0.0088 4.9273 0.9015
H -1.3771 1.8833 -0.5887
H -1.9245 3.4013 -1.0962
H -1.1624 2.7880 1.8064
H -2.7568 2.3434 1.2280
H -1.6283 4.7525 3.2274
H -3.0983 3.7668 3.2737
H -4.3251 5.7537 2.3369
H -2.8167 6.6874 2.7201
H -5.7162 6.6093 4.0337
H -4.5372 7.9197 4.2633
H -5.0294 7.0393 5.6252
C 2.9008 2.8832 -8.1147
O 2.0373 2.3217 -7.0815
C 2.1973 2.9330 -5.7801
C 1.2711 2.3589 -4.7076
O 1.4773 0.9606 -4.6704
C 1.0899 0.2589 -3.4946
C -0.4308 0.2549 -3.1819
O -1.1246 -0.4575 -4.1792
C -2.4723 -0.6159 -3.8314
H 2.8054 3.9670 -8.0476
H 2.5684 2.5008 -9.0798
H 3.9556 2.6556 -7.9611
H 2.0700 4.0133 -5.8507
H 3.2252 2.7799 -5.4516
H 0.2528 2.5776 -5.0289
H 1.4180 2.8639 -3.7529
H 1.6218 0.7497 -2.6796
H 1.4830 -0.7569 -3.4536
H -0.7573 1.2803 -3.0081
H -0.4845 -0.3645 -2.2867
H -2.9052 -1.2163 -4.6316
H -2.9870 0.3410 -3.9174
H -2.6697 -1.0921 -2.8710
C -3.1081 -9.0232 4.9323
O -2.8877 -7.6758 4.6205
C -3.0435 -6.8435 5.7944
C -3.1677 -5.3343 5.3122
O -1.8843 -4.8881 4.8128
C -1.9340 -3.6423 4.1800
C -0.6775 -3.2694 3.3543
O 0.3928 -3.0566 4.2813
C 1.4941 -2.3816 3.7428
H -2.8999 -9.7062 4.1087
H -4.1578 -9.1915 5.1727
H -2.4511 -9.4203 5.7062
H -2.2220 -7.0033 6.4927
H -3.9172 -7.0728 6.4044
H -3.6480 -4.7522 6.0987
H -3.8573 -5.4223 4.4727
H -2.1263 -2.8943 4.9491
H -2.8080 -3.6579 3.5289
H -0.8733 -2.3581 2.7893
H -0.4047 -4.0115 2.6040
H 1.8908 -2.9457 2.8987
H 2.1736 -2.3481 4.5944
H 1.2663 -1.3684 3.4119
C 3.9845 2.6373 -1.6801
O 4.1047 1.2863 -1.2005
C 4.9168 0.5218 -2.0883
C 4.7761 -0.9627 -1.9077
O 3.4002 -1.4280 -1.8736
C 3.1964 -2.8394 -1.5668
C 1.7063 -3.2636 -1.7704
O 0.8735 -2.4933 -0.9360
C -0.4613 -2.9290 -0.7814
H 3.2799 2.6263 -2.5117
H 4.9105 3.1315 -1.9741
H 3.6356 3.2206 -0.8280
H 5.9555 0.8448 -2.0190
H 4.7386 0.7028 -3.1483
H 5.2571 -1.3140 -0.9948
H 5.2070 -1.4969 -2.7545
H 3.4235 -3.0326 -0.5183
H 3.7884 -3.4847 -2.2158
H 1.5505 -4.3347 -1.6417
H 1.5013 -3.0763 -2.8245
H -0.8986 -2.9975 -1.7775
H -0.9849 -2.2448 -0.1138
H -0.5907 -3.8868 -0.2775
Cl 2.9250 0.2367 1.7578
C 1.6807 0.4494 0.4992
Cl 0.1129 0.0352 1.1550
H 1.6536 1.4936 0.1876
H 1.8734 -0.0815 -0.4330
*
```

## Properties
* structure (SMILES): COCCOCCOC.COCCOCCOC.COCCOCCOC.COCCOCCOC.ClCCl
* gap between HOMO and LUMO: 9.98 eV
* maximum force: 0.0515 hartree/bohr

Partial atomic charges computed with the Mulliken method, in multiples of e: -0.76, -0.23, -0.36, -0.75, -0.33, -0.42, -0.47, -0.31, -0.73, 0.36, 0.21, 0.24, 0.09, 0.43, 0.43, 0.49, 0.27, 0.34, 0.35, 0.26, 0.31, 0.29, 0.26, -0.73, -0.31, -0.91, -0.04, -0.43, 0.46, -0.14, -0.44, -0.77, 0.31, 0.24, 0.29, 0.48, 0.34, 0.38, 0.11, -0.19, -0.14, 0.34, 0.26, 0.31, 0.32, 0.25, -0.78, -0.28, -0.60, -0.58, -0.25, -0.77, 0.05, -0.36, -0.51, 0.27, 0.30, 0.30, 0.36, 0.43, 0.36, 0.32, 0.27, 0.39, 0.10, 0.29, 0.28, 0.31, 0.11, -0.50, -0.13, -0.58, -0.75, -0.05, -0.75, -0.80, 0.05, -0.90, -0.01, 0.44, 0.11, 0.49, 0.29, 0.36, 0.33, 0.34, 0.42, 0.49, 0.34, 0.34, 0.23, 0.34, -0.20, 1.45, -0.25, -0.28, -0.77

***

(2)
C8H17N5O3 | the ωB97M-V functional and the def2-TZVPD basis

```
! wB97M-V def2-TZVPD RIJCOSX def2/J DEFGRID3
* xyz 0 1
C 0.4210 2.1304 0.5137
C 1.4419 0.9502 0.4611
C -0.8860 1.7893 0.3629
C -1.2520 0.9029 -0.7594
C -2.5466 0.1169 -0.8383
C -1.5632 -1.6221 0.4459
C 2.5471 -1.1161 0.9378
C 2.0803 -1.8358 -0.2661
H 0.7698 3.0447 -1.2946
H 1.8048 3.5511 -0.0746
H 0.4918 2.5348 1.5205
H -1.5507 2.7889 0.3378
H -1.2446 1.2117 1.3351
H -0.4314 0.1351 -1.0339
H -1.1749 1.4078 -1.7209
H -2.6639 -0.5496 -1.7934
H -3.4115 0.8428 -0.7649
H -2.9641 -0.2171 1.1426
H -0.2874 -2.5075 1.8613
H -2.1386 -2.0382 -1.6541
H -0.6991 -3.2240 -0.7795
H 0.5600 -0.8508 1.3211
H 3.4432 -0.5204 0.4944
H 2.8572 -1.8715 1.6783
H 2.6136 -0.2140 -1.1861
N 0.8192 3.3340 -0.3697
N -2.5727 -0.6952 0.2023
N -0.9262 -1.6519 1.5750
N -1.4992 -2.5043 -0.6520
N 1.4104 -0.1281 1.1324
O 2.2957 1.0663 -0.3461
O 1.5483 -2.9565 -0.3166
O 2.7076 -1.3035 -1.4721
*
```

## Properties
* gap between HOMO and LUMO: 10.08 eV
* maximum force: 0.1781 hartree/bohr

Partial atomic charges computed with the Mulliken method, in multiples of e: 0.05, 0.79, -0.62, 0.06, -1.21, 0.24, -0.71, 0.69, 0.28, 0.32, 0.34, 0.20, 0.33, -0.03, 0.48, 0.12, 0.42, 0.40, 0.31, 0.28, 0.30, 0.19, 0.38, 0.36, 0.45, -0.71, -0.18, -0.85, -0.40, -0.32, -0.76, -0.61, -0.59

***

(3)
C47H101N5O6 | the ωB97M-V functional and the def2-TZVPD basis

```
! wB97M-V def2-TZVPD RIJCOSX def2/J DEFGRID3
* xyz -1 2
C -0.2711 2.1814 6.3634
C -0.6886 1.1406 7.4635
O -1.4962 1.6895 8.4771
H 0.8096 2.2220 6.2275
H -0.7390 3.1653 6.3975
H -0.6922 1.8251 5.4233
H 0.0977 0.4926 7.8507
H -1.2939 0.4288 6.9023
H -2.1549 1.0037 8.6096
C -0.0901 9.4638 2.2785
C -0.1279 8.0343 2.9774
C -1.6041 7.8038 3.2209
C -1.9944 6.4521 3.7007
C -1.3619 5.4269 2.6829
C 0.2063 5.5271 2.4561
N 0.5259 6.9717 2.1412
O 1.7568 7.2509 1.6370
C 0.9688 5.0106 3.5753
C 0.4486 4.6436 1.2796
C 0.5005 8.1461 4.2717
H -0.3905 9.4505 1.2308
H 0.9521 9.7476 2.1327
H -0.5227 10.2720 2.8682
H -2.0454 8.6462 3.7536
H -2.0797 7.9786 2.2559
H -3.0584 6.2168 3.7240
H -1.5639 6.2349 4.6783
H -1.9374 5.4573 1.7577
H -1.5725 4.3841 2.9202
H 1.3096 3.9780 3.6507
H 1.9490 5.4737 3.6887
H 0.5679 5.2284 4.5652
H -0.0607 4.9096 0.3534
H 1.5193 4.5140 1.1215
H 0.2341 3.5852 1.4277
H 0.4103 9.1515 4.6830
H 1.5448 7.8876 4.0959
H 0.2969 7.3453 4.9825
H 1.5787 7.3273 0.6968
C -5.7542 5.8224 1.1973
C -5.7623 4.2269 1.3906
C -7.2145 3.8242 1.3094
C -7.4120 2.2723 1.1587
C -6.6307 1.6731 0.0215
C -5.1912 2.1918 -0.0932
N -5.0656 3.6003 0.1962
O -3.7950 4.1840 -0.1334
C -4.2920 1.2957 0.7674
C -4.7021 1.7824 -1.5148
C -5.1466 3.8687 2.7616
H -4.7864 6.2775 1.4080
H -6.4944 6.4347 1.7124
H -5.9194 5.9542 0.1279
H -7.8311 4.1388 2.1514
H -7.7141 4.2241 0.4270
H -8.4636 2.0710 0.9548
H -7.1899 1.7308 2.0783
H -7.2349 1.8919 -0.8589
H -6.6733 0.5842 0.0453
H -4.3185 1.5049 1.8368
H -4.2883 0.2324 0.5276
H -3.2621 1.4023 0.4266
H -3.6152 1.8591 -1.4879
H -4.7067 0.7063 -1.6887
H -5.2528 2.3416 -2.2712
H -5.6191 4.4767 3.5330
H -4.1175 4.1878 2.5967
H -5.2005 2.8319 3.0936
H -3.9366 4.4136 -1.0547
C 4.0848 -2.6408 -4.0965
C 4.5091 -1.3389 -4.7921
C 3.8727 -0.1777 -4.0135
C 4.4885 1.1775 -4.1394
C 5.9699 1.0382 -3.7298
C 6.7965 0.0432 -4.5019
N 6.0009 -1.1713 -4.8151
O 6.7567 -2.0866 -5.4977
C 7.1447 0.6797 -5.8471
C 8.0566 -0.3223 -3.7100
C 4.0594 -1.3179 -6.2138
H 4.4195 -3.5108 -4.6614
H 3.0131 -2.8373 -4.1265
H 4.4221 -2.6018 -3.0607
H 2.8384 -0.0552 -4.3349
H 4.0377 -0.4914 -2.9827
H 4.0462 1.8238 -3.3812
H 4.4951 1.5020 -5.1800
H 6.0772 0.7115 -2.6955
H 6.5297 1.9727 -3.6915
H 6.2198 0.8989 -6.3806
H 7.8210 1.5345 -5.8586
H 7.6542 -0.0474 -6.4794
H 7.7841 -0.9437 -2.8569
H 8.7645 -0.9064 -4.2980
H 8.6159 0.5497 -3.3709
H 2.9934 -1.5450 -6.2072
H 4.6303 -2.0400 -6.7976
H 4.2420 -0.4124 -6.7925
H 6.9951 -2.6835 -4.7847
C 1.9339 -8.7360 -2.3973
C 1.2900 -7.8169 -1.3897
C 0.1469 -7.0170 -2.1085
C -1.2263 -7.7245 -2.2190
C -1.5199 -8.2829 -0.8367
C -0.4749 -9.2790 -0.3204
N 0.8033 -8.5959 -0.2315
O 1.7801 -9.2252 0.4974
C -0.9493 -9.5415 1.1327
C -0.5594 -10.5663 -1.2123
C 2.2942 -6.7257 -0.8863
H 2.6093 -9.3811 -1.8353
H 1.2899 -9.3582 -3.0188
H 2.5142 -8.1955 -3.1452
H -0.1231 -6.0759 -1.6293
H 0.2555 -6.8981 -3.1865
H -2.1125 -7.1981 -2.5732
H -1.0715 -8.4268 -3.0381
H -2.5392 -8.6012 -1.0553
H -1.7063 -7.4815 -0.1217
H -0.7629 -8.6862 1.7821
H -0.4962 -10.4514 1.5264
H -2.0056 -9.7704 0.9913
H -0.3425 -10.3723 -2.2627
H -1.5342 -11.0452 -1.1201
H 0.2066 -11.3016 -0.9659
H 2.4095 -6.0319 -1.7190
H 1.9738 -6.1779 0.0000
H 3.0671 -7.3916 -0.5026
H 1.6397 -8.6759 1.2720
C 1.8294 -1.6404 -1.3034
C 0.3690 -1.1246 -1.2349
C -0.5976 -2.2822 -1.4544
C -0.6577 -3.1109 -0.2345
C -1.0624 -2.2715 1.0416
C -0.1273 -1.0987 1.3196
N 0.0562 -0.3869 0.0162
O 0.8263 0.7517 0.1681
C -0.8309 -0.1013 2.3636
C 1.2196 -1.5805 1.9412
C 0.1513 -0.2241 -2.3430
H 2.5483 -0.8624 -1.0467
H 2.0445 -1.9608 -2.3228
H 2.0359 -2.4379 -0.5896
H -1.6327 -1.9845 -1.6219
H -0.2294 -2.7429 -2.3711
H 0.2504 -3.7106 -0.1722
H -1.4497 -3.7937 -0.5421
H -1.1917 -2.9267 1.9031
H -2.0656 -1.9477 0.7644
H -1.5702 0.5616 1.9140
H -1.4364 -0.6753 3.0650
H -0.1571 0.5775 2.8865
H 1.8060 -2.3291 1.4084
H 1.8276 -0.7534 2.3076
H 1.0482 -1.9030 2.9681
H 0.9173 0.5441 -2.4485
H -0.8165 0.2588 -2.4788
H 0.2765 -0.7177 -3.3067
H 0.1481 1.4303 0.1321
*
```

## Properties
* gap between HOMO and LUMO (alpha / beta): 1.45 / 8.22 eV
* maximum force: 0.0859 hartree/bohr

Mulliken population analysis, charges in e, atoms 1 to 99: -0.44, -0.53, -0.45, 0.34, 0.22, -0.01, 0.30, 0.23, 0.32, -2.13, 1.83, -1.50, -0.65, -2.04, 3.41, 0.19, -0.47, -1.99, -2.94, -1.88, 0.45, 0.48, 0.41, 0.50, 0.44, 0.40, 0.30, 0.51, 0.65, 0.30, 0.44, 0.26, 0.37, 0.58, 0.38, 0.43, 0.36, 0.32, 0.35, -1.84, 2.06, -1.43, -0.67, -1.30, 2.79, -0.24, -0.20, -2.15, -2.67, -1.51, 0.23, 0.37, 0.49, 0.42, 0.42, 0.43, 0.31, 0.43, 0.31, 0.09, 0.53, 0.29, 0.48, 0.41, 0.59, 0.54, 0.02, 0.24, 0.25, -2.34, 2.35, -0.56, -1.07, -1.56, 1.85, 0.51, -0.51, -1.80, -2.18, -2.11, 0.49, 0.31, 0.35, 0.22, 0.29, 0.46, 0.34, 0.41, 0.50, 0.34, 0.43, 0.35, 0.49, 0.40, 0.38, 0.45, 0.44, 0.30, 0.35

***

(4)
C2N4O | the ωB97M-V functional and the def2-TZVPD basis

```
! wB97M-V def2-TZVPD RIJCOSX def2/J DEFGRID3
* xyz 0 1
C -0.9050 -0.8440 -0.0456
C -1.5903 0.2524 -0.0050
N 0.2277 -1.4040 -0.0098
N 1.3441 -0.7136 0.0522
N 1.5572 0.4685 0.0261
N 1.9894 1.5030 -0.0345
O -2.5227 0.9549 0.0285
*
```

## Properties
* gap between HOMO and LUMO: 7.81 eV
* maximum force: 0.0764 hartree/bohr

Partial atomic charges computed with the Mulliken method, in multiples of e: 0.06, 0.52, -0.34, -0.27, 0.82, -0.43, -0.36

***

(5)
C7H5NOS | the ωB97M-V functional and the def2-TZVPD basis

```
! wB97M-V def2-TZVPD RIJCOSX def2/J DEFGRID3
* xyz 0 1
O -1.2441 -2.2275 -0.0021
C -1.1264 -0.9669 -0.1028
N -2.2542 -0.0950 0.0235
C -2.1463 1.2697 0.2608
C -0.8266 1.8434 -0.1942
C 0.3300 1.1253 -0.2659
C 1.7475 1.4979 0.0274
C 2.4116 0.2952 0.2397
S 1.5164 -1.1041 0.0334
C 0.0909 -0.2347 -0.3334
H -3.2799 -0.4233 0.5372
H -3.0678 1.9007 0.4815
H -0.9075 2.8250 0.1583
H 2.2573 2.4645 -0.2374
H 3.5825 0.4033 0.5891
*
```

## Properties
* structure (SMILES): O=c1[nH]ccc2ccsc12
* gap between HOMO and LUMO: 8.20 eV
* maximum force: 0.1457 hartree/bohr

Partial atomic charges computed with the Mulliken method, in multiples of e: -0.67, 0.23, -0.15, -0.15, -0.82, 0.63, -0.72, -0.08, -0.16, 0.33, 0.34, 0.30, 0.35, 0.31, 0.26

***

Among the records above, which one has the highest maximum force? C8H17N5O3

***

Please write out number 2 again, unchanged.
C8H17N5O3 | the ωB97M-V functional and the def2-TZVPD basis

```
! wB97M-V def2-TZVPD RIJCOSX def2/J DEFGRID3
* xyz 0 1
C 0.4210 2.1304 0.5137
C 1.4419 0.9502 0.4611
C -0.8860 1.7893 0.3629
C -1.2520 0.9029 -0.7594
C -2.5466 0.1169 -0.8383
C -1.5632 -1.6221 0.4459
C 2.5471 -1.1161 0.9378
C 2.0803 -1.8358 -0.2661
H 0.7698 3.0447 -1.2946
H 1.8048 3.5511 -0.0746
H 0.4918 2.5348 1.5205
H -1.5507 2.7889 0.3378
H -1.2446 1.2117 1.3351
H -0.4314 0.1351 -1.0339
H -1.1749 1.4078 -1.7209
H -2.6639 -0.5496 -1.7934
H -3.4115 0.8428 -0.7649
H -2.9641 -0.2171 1.1426
H -0.2874 -2.5075 1.8613
H -2.1386 -2.0382 -1.6541
H -0.6991 -3.2240 -0.7795
H 0.5600 -0.8508 1.3211
H 3.4432 -0.5204 0.4944
H 2.8572 -1.8715 1.6783
H 2.6136 -0.2140 -1.1861
N 0.8192 3.3340 -0.3697
N -2.5727 -0.6952 0.2023
N -0.9262 -1.6519 1.5750
N -1.4992 -2.5043 -0.6520
N 1.4104 -0.1281 1.1324
O 2.2957 1.0663 -0.3461
O 1.5483 -2.9565 -0.3166
O 2.7076 -1.3035 -1.4721
*
```

## Properties
* gap between HOMO and LUMO: 10.08 eV
* maximum force: 0.1781 hartree/bohr

Partial atomic charges computed with the Mulliken method, in multiples of e: 0.05, 0.79, -0.62, 0.06, -1.21, 0.24, -0.71, 0.69, 0.28, 0.32, 0.34, 0.20, 0.33, -0.03, 0.48, 0.12, 0.42, 0.40, 0.31, 0.28, 0.30, 0.19, 0.38, 0.36, 0.45, -0.71, -0.18, -0.85, -0.40, -0.32, -0.76, -0.61, -0.59